A cluster of 2 separate species, C19H27ClN4O3 in total in a non-equilibrium geometry. Source: the Open Molecules 2025 dataset; level of theory: wB97M-V/def2-TZVPD.

Structure (ORCA input):
```
! wB97M-V def2-TZVPD RIJCOSX def2/J DEFGRID3
* xyz 0 1
O -2.068 0.436 -1.902
C -0.982 0.020 -1.640
N -0.066 0.645 -1.075
H 0.874 0.073 -0.688
C 0.171 1.995 -0.681
C 1.093 2.698 -1.267
C 1.253 4.143 -0.651
N 0.270 5.092 -1.281
C -0.950 5.044 -0.451
C -1.683 6.499 -0.589
H -2.821 6.358 -0.115
O -2.044 6.492 -2.050
C -0.682 6.659 -2.756
C -0.225 5.276 -2.602
H 0.875 5.279 -3.264
H -0.805 4.417 -2.798
H -1.134 6.814 -3.668
H -0.219 7.425 -2.378
H -1.137 7.324 -0.387
H -0.829 4.982 0.754
H -1.617 4.247 -0.720
H 1.218 4.037 0.321
H 2.038 4.505 -1.334
H 1.862 2.143 -1.078
H 0.844 2.618 -2.722
H 0.023 2.142 0.396
H -0.900 2.338 -0.861
C -0.760 -1.638 -1.922
N -0.666 -2.390 -0.424
C 0.338 -2.162 0.432
O 1.384 -1.744 0.068
N 0.010 -2.775 1.469
C 0.756 -3.076 2.608
C 1.310 -4.536 2.613
C 2.004 -5.023 1.533
C 2.088 -6.370 1.291
C 1.939 -7.240 2.205
C 0.927 -6.763 3.634
C 0.726 -5.483 3.519
H 0.041 -5.244 4.406
H 0.724 -7.371 4.327
Cl 2.088 -9.028 2.426
H 2.900 -6.780 0.622
H 2.384 -4.311 0.842
H 0.333 -2.994 3.518
H 1.722 -2.300 2.478
C -1.345 -3.225 1.469
H -1.238 -4.263 1.444
C -1.897 -2.799 -0.076
H -2.623 -2.070 0.245
H -2.387 -3.531 -0.629
H -2.049 -3.061 2.168
H -1.416 -1.914 -2.633
H 0.348 -1.611 -2.147
*
```

## Properties
Total energy (eV): -44750.5838
Strongest force on any atom (eV Å⁻¹): 14.1
Relative energy (zero: lowest compared OMol25 entry of this formula, charge and spin) (kcal/mol): 398.5

***

An isolated molecule of C19H27FN6O in a non-equilibrium geometry. Source: the Open Molecules 2025 dataset; level of theory: wB97M-V/def2-TZVPD.

Structure (ORCA input):
```
! wB97M-V def2-TZVPD RIJCOSX def2/J DEFGRID3
* xyz 0 1
C 2.748 2.366 1.716
C 2.715 2.239 0.197
N 3.074 0.904 -0.248
C 2.761 0.663 -1.646
C 2.782 -0.851 -1.919
N 3.788 -1.558 -1.143
C 3.341 -2.550 -0.198
C 2.767 -2.075 1.157
N 1.673 -1.159 0.993
C 0.389 -1.509 1.161
O 0.005 -2.583 1.600
C -0.554 -0.436 0.778
C -1.925 -0.390 0.943
N -2.290 0.789 0.401
C -3.620 1.357 0.341
C -3.679 2.419 -0.756
C -4.642 0.269 0.114
C -5.740 0.129 0.953
C -6.683 -0.861 0.739
C -6.541 -1.740 -0.321
C -5.456 -1.624 -1.172
C -4.529 -0.624 -0.947
F -3.480 -0.525 -1.789
N -1.220 1.425 -0.062
N -0.186 0.709 0.155
C 4.880 -0.700 -0.761
C 4.461 0.560 0.032
H 3.762 2.303 2.103
H 2.148 1.578 2.164
H 2.332 3.327 2.006
H 3.376 3.002 -0.252
H 1.693 2.421 -0.142
H 1.761 1.049 -1.848
H 3.473 1.183 -2.310
H 2.989 -1.013 -2.987
H 1.800 -1.274 -1.702
H 2.579 -3.151 -0.702
H 4.193 -3.204 0.016
H 2.396 -2.948 1.701
H 3.550 -1.592 1.748
H 1.914 -0.261 0.557
H -2.610 -1.081 1.385
H -3.827 1.833 1.311
H -2.947 3.195 -0.556
H -3.451 1.976 -1.722
H -4.674 2.855 -0.789
H -5.853 0.808 1.786
H -7.527 -0.949 1.406
H -7.271 -2.516 -0.487
H -5.316 -2.293 -2.006
H 5.375 -0.388 -1.688
H 5.599 -1.281 -0.181
H 4.558 0.385 1.105
H 5.138 1.392 -0.236
*
```

## Properties
SMILES string: CCN1CCN(CCNC(=O)c2cn([C@@H](C)c3ccccc3F)nn2)CC1
Total energy (eV): -33846.4224
Strongest force on any atom (eV Å⁻¹): 1.3
Relative energy (zero: lowest compared OMol25 entry of this formula, charge and spin) (kcal/mol): 15.5